Entry 1
{"formula": "C2H4OS", "method": "ωB97M-V/def2-TZVPD", "smiles": "COC=S", "orbital_gap_ev": 9.52, "multiplicity": 1, "total_charge": 0, "homo_ev": -8.93, "species": ["H", "O", "H", "S", "C", "H", "C", "H"], "positions_angstrom": [[-1.24757, 1.15837, -1.11603], [-0.17108, 0.51525, 0.70074], [0.38726, 0.68572, -1.15424], [0.46782, -1.12447, 2.47178], [-0.45037, 0.36946, -0.74359], [-0.72301, -0.59557, -1.16863], [0.51046, -0.46042, 1.05765], [1.22648, -0.54835, -0.04768]]}


Entry 2
{"formula": "C2H4OS", "method": "ωB97M-V/def2-TZVPD", "orbital_gap_ev": 9.28, "multiplicity": 1, "total_charge": 0, "homo_ev": -9.87, "species": ["C", "C", "H", "O", "H", "S", "H", "H"], "positions_angstrom": [[0.18182, 0.87635, 0.19835], [-0.85632, -0.28108, 0.11971], [-1.28857, -0.93810, 1.11628], [-0.03890, 2.01936, 0.01327], [-1.84376, -0.17300, -0.35209], [1.84752, 0.44633, 0.17119], [-0.20596, -0.88346, -0.61473], [2.20416, -1.06641, -0.65199]]}


Entry 3
{"formula": "C2H4OS", "method": "ωB97M-V/def2-TZVPD", "smiles": "O=C=S.C", "orbital_gap_ev": 11.37, "multiplicity": 1, "total_charge": 0, "homo_ev": -10.77, "species": ["H", "O", "H", "C", "S", "H", "C", "H"], "positions_angstrom": [[-0.16854, 1.41371, -0.69791], [0.88926, -0.47861, 1.99284], [0.56883, 0.31057, -2.21646], [0.22155, 0.42039, -1.13353], [-1.77119, -0.89639, 1.86037], [1.09161, 0.13154, -0.65992], [-0.27121, -0.54458, 1.95020], [-0.56032, -0.35662, -1.09560]]}


entry 3 ends up most stable, edging out the next structure by 260.9 kJ/mol.


Entry 1
{"formula": "C5H7P", "method": "ωB97M-V/def2-TZVPD", "smiles": "C=PCC1=CC1", "orbital_gap_ev": 9.23, "multiplicity": 1, "total_charge": 0, "homo_ev": -8.99, "species": ["H", "H", "H", "C", "H", "C", "H", "H", "P", "H", "C", "C", "C"], "positions_angstrom": [[2.80553, 1.94973, 0.44165], [0.59775, -0.12373, -1.36602], [-2.91941, -0.19823, -0.61148], [-2.16645, -0.57617, 0.09742], [1.98572, 1.53362, -1.04647], [2.24618, 1.17938, -0.03564], [-2.52436, -1.59022, 0.43561], [-1.00721, 0.96330, 1.81942], [1.94106, -0.32820, 0.57516], [0.53347, -1.79383, -0.99655], [-0.74251, -0.43587, 0.11979], [0.50998, -0.83690, -0.52523], [-1.25977, 0.25713, 1.09235]]}


Entry 2
{"formula": "C5H7P", "method": "ωB97M-V/def2-TZVPD", "smiles": "C=C=CP.C#C", "orbital_gap_ev": 10.45, "multiplicity": 1, "total_charge": 0, "homo_ev": -9.43, "species": ["H", "C", "P", "H", "H", "C", "C", "H", "H", "H", "C", "C", "H"], "positions_angstrom": [[-3.37037, -0.66850, -1.11669], [1.93489, -0.40597, -0.03297], [1.05874, -1.98186, 0.43200], [0.29990, 2.06873, -1.30195], [-1.25256, 0.19780, 1.20436], [0.71749, 1.78765, -0.39464], [1.34505, 0.73555, -0.17680], [0.09006, -1.61429, -0.44590], [0.25297, -1.59165, 1.53616], [0.53765, 2.38336, 0.45993], [-1.97728, -0.05175, 0.48826], [-2.65667, -0.36607, -0.42702], [3.02011, -0.49300, -0.22474]]}


entry 1 ends up most stable, edging out the next structure by 69.5 kJ/mol.


Entry 1
{"formula": "C19H25N3O2", "method": "ωB97M-V/def2-TZVPD", "smiles": "Cc1ccc(C2=NN(CCC(=O)NC3CCCC3)C(=O)CC2)cc1", "orbital_gap_ev": 6.89, "multiplicity": 1, "total_charge": 0, "homo_ev": -7.76, "species": ["H", "C", "H", "C", "C", "H", "C", "H", "H", "C", "C", "H", "C", "H", "H", "H", "C", "N", "H", "C", "C", "H", "H", "H", "H", "C", "C", "H", "H", "H", "C", "O", "H", "H", "N", "H", "C", "N", "C", "H", "C", "H", "H", "C", "C", "O", "H", "C", "H"], "positions_angstrom": [[-3.48222, -1.65834, 1.74450], [-0.28404, 3.08070, 1.16753], [1.06539, 0.74679, -0.32045], [0.56684, -1.95433, -0.00490], [5.85038, 0.42339, 0.20002], [1.83797, 3.11904, 0.38560], [1.88568, -1.49156, -0.11721], [5.09390, -2.15788, 0.27041], [-1.25448, -4.49239, -1.19064], [0.93853, 3.85001, 0.29065], [-3.18845, 1.38527, 0.23234], [-0.67816, 3.81808, 1.78150], [-1.15580, 2.97225, -0.11941], [2.83882, -3.15084, 0.26298], [1.40267, 4.28106, -1.87104], [0.18504, 2.16635, -1.57997], [2.93813, -2.19807, 0.26668], [-1.83050, -1.63612, 0.25985], [5.88729, 1.30340, -0.29266], [-0.98882, -3.51283, -1.23780], [3.46006, 0.70644, -0.12260], [0.40104, -4.13361, 0.56440], [-1.94651, 3.44138, 0.09093], [1.24419, 4.82519, 0.98410], [-4.70454, -0.07464, 0.70523], [4.16212, -1.67341, 0.41105], [2.09295, 0.02920, -0.13574], [1.13462, -3.73302, -0.95818], [0.16997, 2.14781, 1.58524], [-2.26588, -0.56434, 1.91454], [-0.38613, 3.03546, -1.10898], [-3.19323, -3.23594, -0.17806], [6.16388, 0.61004, 1.04427], [-3.86160, -0.47847, -0.50635], [-0.53926, -0.98935, 0.35248], [6.64372, -0.35637, -0.37160], [-2.06583, -3.06320, -0.39565], [-1.70514, 1.52530, 0.01458], [0.49760, 4.11370, -1.01443], [-1.14097, 3.35307, -2.13466], [-2.77644, -1.00389, 1.02494], [-1.15950, 0.51984, 0.11576], [0.00402, 5.31304, -1.00793], [-3.61386, 0.01618, 0.29851], [4.58266, -0.18597, 0.07690], [-3.91598, 2.42292, -0.29842], [3.57647, 1.61698, -0.24221], [0.28776, -3.38398, -0.26648], [-0.84464, -2.85962, -2.13199]]}


Entry 2
{"formula": "C19H25N3O2", "method": "ωB97M-V/def2-TZVPD", "smiles": "Cc1cccc(NC(=O)NC[C@H](c2ccco2)N2CCCCC2)c1", "orbital_gap_ev": 9.14, "multiplicity": 1, "total_charge": 0, "homo_ev": -8.39, "species": ["H", "H", "C", "H", "H", "H", "H", "C", "H", "H", "O", "H", "H", "C", "H", "H", "C", "C", "H", "C", "H", "C", "H", "H", "C", "C", "H", "C", "O", "C", "H", "H", "H", "H", "C", "C", "C", "C", "C", "C", "H", "H", "N", "N", "N", "C", "H", "C", "H"], "positions_angstrom": [[3.33588, 1.13871, -0.53352], [-3.92126, -1.00485, 2.74730], [-1.44560, -1.87273, -0.89208], [-1.13260, 2.16316, -1.24881], [-3.13736, -2.58997, 2.67146], [4.56318, -2.36856, 2.12215], [-1.67875, -3.08403, 0.85540], [1.62004, -1.31331, 1.14377], [2.41888, 0.47741, -2.72430], [-0.34173, -3.59491, -1.06111], [1.78823, -2.96808, -1.92244], [-0.27903, 2.84410, 2.34059], [-4.72094, -2.34424, 1.93244], [-1.94554, -0.78844, -1.61047], [-1.53614, -0.54824, -2.57929], [1.09045, 1.98567, -2.26939], [-2.99803, -0.05199, -1.09514], [0.88459, -2.17833, -1.74557], [-4.38462, 0.19734, 0.51385], [0.99803, 2.39123, -1.26258], [3.04892, -0.98795, -1.95116], [1.17209, 1.92023, 1.04804], [0.55512, -1.22996, 1.06599], [-3.38382, 0.78798, -1.65459], [2.54824, -0.53063, 0.51921], [-3.10731, -1.49221, 0.82888], [-1.61187, 3.87156, 0.45620], [-0.23150, 2.45014, 1.32424], [3.78994, -0.91054, 0.87742], [-3.56783, -0.38819, 0.11846], [0.07759, 4.38986, 0.44597], [1.95004, -2.99365, 2.57333], [-0.94054, 1.62437, 1.23893], [1.74378, 3.19918, -1.14890], [-3.75294, -1.88091, 2.12395], [-0.40780, 2.96387, -1.09214], [2.28673, -0.20796, -1.88277], [2.35027, -2.22772, 1.94131], [-2.05116, -2.22537, 0.31328], [-0.58517, 3.53161, 0.31061], [-0.57720, 3.73654, -1.84408], [1.42739, 1.15565, 1.78195], [1.21530, 1.33630, -0.28375], [0.99009, -0.83371, -1.95690], [-0.36574, -2.62863, -1.35883], [3.66147, -1.93809, 1.73515], [0.27406, -0.25764, -1.52929], [2.41062, 0.53262, -0.52676], [1.90357, 2.74334, 1.14397]]}


entry 2 ends up most stable, edging out the next structure by 1694.9 kJ/mol.


Entry 1
{"formula": "CH4N2O", "method": "ωB97M-V/def2-TZVPD", "orbital_gap_ev": 5.26, "multiplicity": 1, "total_charge": 0, "homo_ev": -9.70, "species": ["O", "N", "N", "H", "H", "H", "H", "C"], "positions_angstrom": [[-1.09454, -1.56590, 0.27192], [1.82425, 1.10274, -0.39675], [-0.88954, 0.69268, 0.00999], [0.68636, -0.57380, 0.33676], [-0.02574, 1.29239, 0.02174], [2.14218, 1.05767, -1.36579], [2.36619, 1.84054, 0.06934], [-0.42083, -0.54565, 0.21711]]}


Entry 2
{"formula": "CH4N2O", "method": "ωB97M-V/def2-TZVPD", "orbital_gap_ev": [8.86, 8.32], "multiplicity": 1, "total_charge": 0, "homo_ev": [-9.99, -9.89], "species": ["N", "H", "O", "C", "H", "H", "N", "H"], "positions_angstrom": [[-0.76374, 0.01307, -0.90280], [-1.72700, -0.12046, -0.61361], [-0.43443, 0.14362, 1.39353], [0.13391, 0.11706, 0.17997], [-0.65919, 0.78223, -1.54655], [1.67951, -0.76721, 1.06694], [0.89217, -1.05067, 0.46931], [0.87877, 0.88236, -0.04680]]}


entry 2 ends up most stable, edging out the next structure by 257.1 kJ/mol.


Entry 1
{"formula": "CH4N2O", "method": "ωB97M-V/def2-TZVPD", "smiles": "[H]/N=N/CO", "orbital_gap_ev": 10.44, "multiplicity": 1, "total_charge": 0, "homo_ev": -9.69, "species": ["H", "O", "N", "N", "C", "H", "H", "H"], "positions_angstrom": [[-1.62560, -0.59030, -0.23498], [-1.05744, -1.34736, -0.42610], [-0.18513, 1.47706, 0.50765], [0.80408, 0.79453, 0.42503], [0.35401, -0.66119, -0.13059], [-0.02923, 2.40363, 0.69634], [0.78751, -0.64565, -1.16959], [0.95180, -1.43072, 0.33224]]}


Entry 2
{"formula": "CH4N2O", "method": "ωB97M-V/def2-TZVPD", "smiles": "CNN=O", "orbital_gap_ev": 10.02, "multiplicity": 1, "total_charge": 0, "homo_ev": -9.15, "species": ["C", "N", "O", "H", "H", "H", "N", "H"], "positions_angstrom": [[-1.09007, 0.01605, 0.24418], [0.47358, 0.04095, -0.45078], [2.52293, -0.26245, 0.07397], [0.59783, 0.20663, -1.47035], [-1.92129, 0.33649, -0.35073], [-1.14787, -0.98051, 0.68858], [1.30956, -0.25629, 0.43692], [-0.74468, 0.89914, 0.82821]]}


Entry 3
{"formula": "CH4N2O", "method": "ωB97M-V/def2-TZVPD", "smiles": "NC(N)=O", "orbital_gap_ev": 10.65, "multiplicity": 1, "total_charge": 0, "homo_ev": -9.86, "species": ["O", "N", "H", "H", "H", "N", "C", "H"], "positions_angstrom": [[-0.54289, -0.04816, -1.24744], [0.52047, -1.09164, 0.53390], [0.24713, -0.99571, 1.49558], [1.11852, -1.77730, 0.12358], [-0.39521, 2.02384, 0.28482], [0.03203, 1.15984, 0.55486], [-0.13282, -0.04590, -0.11033], [0.61722, 1.17761, 1.37252]]}


Entry 4
{"formula": "CH4N2O", "method": "ωB97M-V/def2-TZVPD", "smiles": "NNC=O", "orbital_gap_ev": 10.74, "multiplicity": 1, "total_charge": 0, "homo_ev": -9.86, "species": ["N", "H", "N", "H", "C", "H", "H", "O"], "positions_angstrom": [[1.21184, -0.48757, -0.07736], [-1.53042, 1.32130, -0.22561], [0.26028, 0.47268, 0.12512], [0.48537, 1.51294, -0.08155], [-1.05626, 0.26531, 0.02245], [0.79531, -1.26743, -0.69686], [1.52855, -1.08551, 0.88015], [-1.69468, -0.73172, 0.05366]]}


entry 3 ends up most stable, edging out the next structure by 180.6 kJ/mol.


Entry 1
{"formula": "C3H12N2OS", "method": "ωB97M-V/def2-TZVPD", "smiles": "NC[C@@H](N)CS.O", "orbital_gap_ev": 9.20, "multiplicity": 1, "total_charge": 0, "homo_ev": -8.71, "species": ["H", "C", "H", "N", "H", "O", "N", "C", "H", "H", "H", "C", "H", "H", "H", "S", "H", "H", "H"], "positions_angstrom": [[0.84695, -1.72421, -1.70177], [0.44066, 1.34542, -0.41009], [2.70219, -0.39309, -0.32899], [-0.99227, 1.81125, -0.59203], [-0.20868, -0.51406, 0.51731], [-3.04258, -0.80723, 0.59855], [0.38736, -0.86758, -1.46010], [1.90279, -0.54612, 0.37645], [-0.53183, -0.78298, -1.85553], [1.63565, -0.25772, 2.73879], [-2.71532, -1.59204, 1.05431], [0.52929, -0.15654, -0.21756], [-1.41703, 2.05530, 0.29749], [-1.52775, 1.04832, -0.99328], [0.92828, 1.86907, 0.39578], [2.42657, 0.38163, 1.87867], [0.76572, 1.60685, -1.41309], [1.83508, -1.55673, 0.76979], [-3.96508, -0.91954, 0.34527]]}


Entry 2
{"formula": "C3H12N2OS", "method": "ωB97M-V/def2-TZVPD", "smiles": "NC[C@@H](N)CS.O", "orbital_gap_ev": 9.41, "multiplicity": 1, "total_charge": 0, "homo_ev": -8.78, "species": ["H", "H", "C", "H", "H", "N", "H", "H", "N", "H", "H", "H", "H", "H", "C", "O", "S", "H", "C"], "positions_angstrom": [[1.71706, -1.47911, 2.54266], [0.82014, -2.23563, 0.24490], [1.27748, -1.27463, 0.50140], [0.96300, 0.09596, -2.38352], [-1.22142, -0.23164, 1.01745], [0.69088, -0.62526, -1.76100], [0.84304, 3.28994, 1.49999], [1.56398, 2.09759, 1.35058], [1.11701, -0.97514, 1.89867], [-1.27797, -1.66975, -0.11189], [0.55554, -1.55279, -2.12238], [2.29912, -1.33166, 0.10976], [0.51883, 0.75306, -0.21118], [1.42974, -0.02743, 2.04767], [0.41319, -0.32117, -0.38255], [1.61491, 2.90139, 1.87886], [-2.29977, 0.18783, -1.13878], [-1.36821, 0.78816, -1.86609], [-1.05168, -0.61808, 0.02409]]}


entry 1 ends up most stable, edging out the next structure by 5.4 kJ/mol.